Here is a gas-phase ion, C2H6NO2S (charge -1) at a distorted geometry from the Open Molecules 2025 dataset. Energies are from ωB97M-V/def2-TZVPD.

For the energy relative to the best compared isomer or geometry (same formula, charge and spin), the calculation gives 120.51 kcal per mole. As for the net charge: -1. For the strongest force on any atom, the calculation gives 0.05536 Eh/bohr. The calculation puts the HOMO energy at -3.9 eV. The calculation puts the LUMO energy at 4.12 eV. As for the orbital gap: 0.293 Ha.

Last column: natural (NBO) charge in e.
Geometry (Å):
C 1.88 -1.07 -1.38  -1.00
C -0.96 0.82 1.21  0.11
N -0.12 1.04 0.12  -0.89
O -1.33 -0.57 1.43  -0.77
O -0.84 -1.08 -1.23  -1.04
S 0.51 -0.78 -0.50  1.17
H 2.71 -1.18 -0.66  0.19
H 2.35 -0.42 -2.17  0.18
H -0.43 1.22 2.12  0.13
H -2.00 1.44 1.10  0.10
H -1.23 -1.00 0.59  0.49
H -0.53 1.58 -0.62  0.35

***

Here is C2H3NOS2 in the gas phase at a distorted geometry from the Open Molecules 2025 dataset. Energies are from ωB97M-V/def2-TZVPD.

For the energy relative to the best compared isomer or geometry (same formula, charge and spin), the calculation gives 40.09 kcal per mole. As for the net charge: 0. For the strongest force on any atom, the calculation gives 0.04719 Eh/bohr. The calculation puts the HOMO energy at -9.6 eV. The calculation puts the LUMO energy at -0.42 eV. The SMILES is O=C(S)/C=N/S. As for the orbital gap: 0.337 Ha.

Last column: natural (NBO) charge in e.
Geometry (Å):
O -0.15 -0.02 -1.93  -0.51
C -0.51 0.48 -0.90  0.32
S -1.35 1.95 -0.76  0.04
C -0.19 -0.06 0.45  -0.05
N 0.85 -0.82 0.40  -0.41
S 1.41 -1.46 1.99  0.12
H -1.45 2.15 -2.07  0.15
H -0.71 0.38 1.34  0.19
H 2.10 -2.60 1.48  0.15

***

Here is 14 unconnected molecules or ions with the total composition C78H189N11O22 at a distorted geometry from the Open Molecules 2025 dataset. Energies are from ωB97M-V/def2-TZVPD.

For the energy relative to the best compared isomer or geometry (same formula, charge and spin), the calculation gives 239.78 kcal per mole. As for the net charge: 0. For the strongest force on any atom, the calculation gives 0.10123 Eh/bohr. The calculation puts the HOMO energy at -7.8 eV. The calculation puts the LUMO energy at 0.46 eV. As for the orbital gap: 0.303 Ha.

Last column: Mulliken charge in e.
Geometry (Å):
C -1.90 -5.44 -0.89  0.01
O -1.21 -5.66 -2.16  -0.57
C -1.08 -4.59 -3.05  0.44
C -0.06 -4.95 -4.25  -1.37
N 1.26 -5.17 -3.87  0.53
C 2.20 -5.20 -4.98  -0.67
C 2.17 -6.44 -5.89  -0.67
O 3.15 -7.43 -5.54  -0.36
C 2.97 -8.10 -4.32  -0.35
H -1.04 -5.20 -0.28  -0.09
H -2.44 -6.29 -0.46  0.39
H -2.56 -4.58 -0.79  -0.03
H -0.75 -3.71 -2.50  -0.30
H -2.09 -4.54 -3.44  0.41
H -0.22 -4.10 -4.90  0.57
H -0.34 -5.86 -4.79  0.36
H 1.29 -5.97 -3.25  0.13
H 3.21 -5.23 -4.56  0.21
H 2.06 -4.42 -5.73  0.42
H 2.46 -6.14 -6.90  0.33
H 1.16 -6.82 -6.04  0.32
H 2.09 -8.74 -4.24  0.33
H 2.84 -7.44 -3.46  -0.13
H 3.78 -8.75 -3.98  0.31
C 0.32 8.04 4.48  -0.95
O -0.28 6.89 3.86  -0.19
C -0.88 6.00 4.75  -0.83
C -1.48 4.78 4.15  0.51
N -2.65 4.98 3.30  -0.32
C -3.09 3.80 2.53  0.87
C -4.22 4.16 1.59  -0.89
O -3.83 5.18 0.59  -0.21
C -4.87 5.81 -0.12  -0.86
H -0.54 8.61 4.81  0.38
H 0.93 8.66 3.82  0.23
H 0.93 7.83 5.36  0.37
H -1.67 6.51 5.31  0.39
H -0.15 5.69 5.49  0.42
H -1.99 4.15 4.89  0.23
H -0.78 4.07 3.71  -0.52
H -2.55 5.62 2.52  0.42
H -3.51 3.06 3.22  0.14
H -2.29 3.31 1.98  -1.00
H -5.04 4.63 2.14  0.90
H -4.67 3.29 1.11  0.15
H -5.24 6.61 0.53  0.34
H -5.67 5.15 -0.46  0.29
H -4.46 6.30 -1.00  0.17
C 1.45 0.56 -2.24  -0.36
O 1.41 -0.38 -3.23  -0.15
C 2.61 -0.95 -3.68  0.34
C 3.36 0.10 -4.50  -0.77
N 4.37 -0.69 -5.19  -0.17
C 5.64 -0.32 -4.80  -0.37
C 6.78 -0.48 -5.87  -0.63
O 8.16 -0.15 -5.47  -0.34
C 9.08 0.17 -6.47  -0.78
H 0.44 0.79 -1.90  -0.51
H 1.67 1.53 -2.67  0.23
H 2.14 0.37 -1.42  0.30
H 2.39 -1.77 -4.37  -0.16
H 3.25 -1.30 -2.87  -0.01
H 3.62 0.96 -3.88  0.61
H 2.74 0.49 -5.31  0.23
H 4.21 -1.68 -5.31  0.17
H 5.79 -0.75 -3.81  0.10
H 5.61 0.75 -4.58  0.44
H 6.39 0.12 -6.70  0.41
H 6.93 -1.50 -6.20  0.33
H 10.08 -0.10 -6.12  0.18
H 9.09 1.26 -6.62  0.28
H 8.78 -0.40 -7.35  0.37
C -6.13 3.84 10.01  -0.70
O -6.91 3.71 8.82  -0.33
C -6.45 4.51 7.76  -0.37
C -7.50 4.42 6.55  -0.88
N -7.60 3.14 5.75  -0.45
C -6.33 2.74 5.16  -0.19
C -6.59 1.52 4.28  -1.02
O -5.34 1.03 3.79  0.31
C -5.45 -0.26 3.14  -1.39
H -5.16 3.48 9.69  0.31
H -6.40 3.15 10.81  0.24
H -6.24 4.86 10.37  0.28
H -5.49 4.04 7.54  0.28
H -6.35 5.58 7.97  0.43
H -7.50 5.28 5.89  0.45
H -8.46 4.56 7.03  0.40
H -7.69 2.44 6.47  0.34
H -5.57 2.55 5.92  0.21
H -5.83 3.46 4.50  0.19
H -7.34 1.69 3.50  0.30
H -7.00 0.72 4.89  0.37
H -4.43 -0.48 2.80  0.21
H -6.13 -0.09 2.30  0.47
H -5.61 -1.11 3.80  0.49
C 4.27 0.84 6.90  -0.57
O 2.90 0.59 6.45  -0.29
C 2.14 1.56 5.80  0.32
C 0.82 1.86 6.41  -0.78
N -0.13 0.89 5.95  0.32
C -0.14 -0.36 6.81  -1.07
C -1.07 -1.50 6.33  -0.24
O -2.47 -1.01 6.37  -0.31
C -3.52 -1.80 5.98  -0.72
H 4.04 1.51 7.73  0.34
H 4.91 1.08 6.05  0.08
H 4.82 -0.01 7.31  0.22
H 2.04 1.38 4.73  -0.36
H 2.57 2.56 5.66  0.51
H 0.52 2.89 6.26  0.19
H 0.96 1.90 7.49  0.37
H -1.08 1.24 5.87  0.10
H -0.60 0.02 7.73  0.42
H 0.89 -0.66 7.00  0.51
H -0.93 -2.41 6.92  0.51
H -0.86 -1.87 5.32  0.04
H -3.56 -1.75 4.89  0.21
H -4.35 -1.13 6.19  0.22
H -3.62 -2.73 6.52  0.35
C 11.10 -3.77 -2.74  -0.85
O 10.65 -3.31 -4.06  -0.32
C 10.22 -4.44 -4.92  -0.64
C 9.15 -3.94 -5.92  -0.81
N 8.00 -3.40 -5.19  -0.02
C 7.21 -4.46 -4.54  -1.03
C 6.22 -3.97 -3.54  0.02
O 7.02 -3.36 -2.48  -0.35
C 6.35 -2.78 -1.38  -0.71
H 12.00 -4.33 -2.98  0.39
H 10.52 -4.56 -2.27  0.32
H 11.31 -2.97 -2.03  0.26
H 9.88 -5.26 -4.29  0.32
H 11.03 -4.88 -5.49  0.51
H 8.84 -4.80 -6.51  0.42
H 9.60 -3.17 -6.54  0.28
H 8.41 -2.96 -4.38  0.24
H 7.81 -5.08 -3.87  0.35
H 6.71 -5.15 -5.22  0.58
H 5.63 -4.81 -3.15  0.52
H 5.45 -3.48 -4.13  -0.27
H 5.44 -2.21 -1.53  0.01
H 6.97 -2.24 -0.67  0.38
H 5.98 -3.59 -0.74  0.38
C 0.80 3.03 0.92  -0.66
O 0.27 1.76 1.09  1.50
C 0.44 1.39 2.46  -1.03
C -0.60 0.29 2.90  -0.36
N -0.88 -0.83 1.98  0.33
C 0.35 -1.50 1.64  0.43
C 0.28 -2.78 0.83  -0.65
O 1.57 -3.35 0.58  0.32
C 2.26 -2.80 -0.53  0.10
H 1.89 2.99 1.04  -0.02
H 0.31 3.81 1.50  0.15
H 0.76 3.38 -0.10  0.02
H 0.23 2.19 3.16  0.28
H 1.48 1.07 2.58  0.11
H -1.53 0.76 3.21  0.10
H -0.27 -0.10 3.86  -0.13
H -1.42 -0.42 1.23  -0.17
H 0.84 -1.83 2.55  -0.01
H 0.98 -0.88 1.01  -0.25
H -0.26 -2.65 -0.11  -0.53
H -0.22 -3.64 1.28  0.18
H 3.34 -2.92 -0.67  -0.21
H 2.08 -1.73 -0.43  0.06
H 1.79 -3.10 -1.47  0.19
C 5.01 -0.34 2.59  -0.66
O 5.21 0.99 2.08  -0.35
C 5.28 2.01 3.08  -0.12
C 5.32 3.50 2.46  -1.08
N 4.16 3.54 1.56  0.07
C 4.16 4.77 0.79  -0.95
C 3.58 5.99 1.54  -0.30
O 4.44 6.56 2.51  -0.43
C 3.77 7.51 3.31  -0.73
H 4.07 -0.52 3.10  0.20
H 5.64 -0.53 3.47  0.40
H 5.09 -1.13 1.85  0.19
H 6.20 1.88 3.63  0.64
H 4.45 1.98 3.79  -0.16
H 6.22 3.71 1.87  0.45
H 5.38 4.23 3.27  0.33
H 4.16 2.72 0.98  0.04
H 3.31 4.70 0.10  0.32
H 5.17 4.98 0.46  0.53
H 2.70 5.57 2.00  0.12
H 3.19 6.73 0.85  0.52
H 4.50 7.98 3.97  0.31
H 3.03 6.99 3.92  0.26
H 3.25 8.22 2.66  0.30
C 2.73 8.31 -4.39  -1.84
C 1.74 7.25 -3.71  1.46
C 0.57 8.09 -3.18  -1.32
C -0.70 7.28 -2.83  -0.39
C -1.13 6.43 -4.02  -1.45
C -0.05 5.60 -4.64  2.02
N 1.20 6.39 -4.81  0.30
O 2.21 5.78 -5.40  -0.49
C 0.16 4.25 -3.84  -1.93
C -0.40 5.18 -6.11  -1.89
C 2.32 6.43 -2.58  -1.77
H 2.32 9.07 -5.06  0.32
H 3.45 7.67 -4.90  0.53
H 3.30 8.76 -3.58  0.38
H 0.89 8.57 -2.26  0.48
H 0.28 8.85 -3.91  0.36
H -1.50 7.89 -2.41  0.49
H -0.50 6.59 -2.01  0.03
H -1.60 7.09 -4.75  0.44
H -1.92 5.78 -3.62  0.37
H -0.61 3.52 -4.11  0.55
H 1.11 3.73 -3.95  0.55
H -0.13 4.33 -2.79  0.02
H -1.43 4.82 -6.09  0.44
H -0.51 6.05 -6.76  0.48
H 0.12 4.31 -6.51  0.33
H 3.09 5.74 -2.93  0.51
H 1.69 5.69 -2.08  0.15
H 2.93 6.97 -1.85  0.44
H 2.52 6.40 -6.06  0.40
C -8.32 -2.20 0.58  -1.88
C -7.41 -3.45 0.72  1.96
C -8.12 -4.49 1.55  -1.58
C -7.55 -5.91 1.44  -0.61
C -7.53 -6.36 0.02  -1.24
C -6.70 -5.47 -0.96  1.36
N -7.06 -4.05 -0.67  -0.25
O -6.48 -3.13 -1.50  0.02
C -5.10 -5.68 -0.82  -1.42
C -7.09 -5.91 -2.34  -1.85
C -6.08 -3.02 1.37  -1.27
H -8.28 -1.67 1.53  0.33
H -9.34 -2.50 0.31  0.46
H -7.95 -1.58 -0.23  0.31
H -8.14 -4.13 2.58  0.43
H -9.21 -4.51 1.43  0.43
H -8.23 -6.45 2.09  0.41
H -6.51 -6.01 1.75  0.29
H -8.54 -6.48 -0.39  0.41
H -7.10 -7.35 0.13  0.39
H -4.95 -6.74 -0.62  0.31
H -4.68 -5.43 -1.79  0.43
H -4.62 -5.06 -0.06  0.32
H -6.71 -5.28 -3.14  0.44
H -6.64 -6.90 -2.36  0.35
H -8.17 -6.07 -2.36  0.46
H -5.48 -2.37 0.73  0.13
H -5.52 -3.93 1.59  0.20
H -6.27 -2.56 2.34  0.33
H -7.10 -3.13 -2.24  0.34
C -4.16 -1.74 -3.67  -1.59
C -3.03 -0.69 -3.83  1.79
C -3.59 0.37 -4.70  -1.72
C -4.69 1.22 -4.00  -0.92
C -3.96 1.90 -2.85  -0.92
C -3.29 0.91 -1.78  3.03
N -2.54 -0.16 -2.55  0.62
O -1.95 -1.10 -1.73  1.06
C -2.09 1.75 -1.15  -1.27
C -4.29 0.45 -0.70  -1.71
C -1.89 -1.33 -4.64  -1.74
H -4.32 -2.28 -4.61  0.60
H -5.11 -1.40 -3.27  0.09
H -3.83 -2.52 -2.99  0.14
H -2.76 0.92 -5.14  0.53
H -4.10 -0.05 -5.58  0.32
H -5.49 0.64 -3.52  0.29
H -5.07 1.89 -4.76  0.48
H -4.84 2.46 -2.55  0.19
H -3.24 2.58 -3.29  0.18
H -1.44 1.05 -0.62  -0.60
H -1.39 2.27 -1.81  -0.15
H -2.27 2.59 -0.48  0.18
H -5.10 -0.21 -1.02  0.38
H -3.79 0.01 0.17  0.12
H -4.76 1.33 -0.26  0.12
H -1.36 -2.02 -3.98  -0.08
H -1.26 -0.58 -5.11  0.51
H -2.21 -1.84 -5.55  0.46
H -1.08 -0.69 -1.76  -0.30
C -0.20 -7.11 2.62  -0.34
O -0.54 -7.31 4.01  -0.53
H -0.70 -6.29 2.11  0.22
H 0.86 -6.87 2.47  0.02
H -0.16 -8.01 2.01  0.36
H -1.17 -8.03 4.11  0.29
C 2.10 -4.30 3.63  0.26
O 3.19 -4.98 4.16  -0.60
H 2.41 -3.27 3.46  -0.07
H 1.75 -4.82 2.74  -0.32
H 1.28 -4.29 4.35  0.36
H 3.91 -4.60 3.65  0.34
C 3.79 -6.82 0.30  -0.89
O 3.13 -5.67 -0.24  -0.08
H 4.56 -7.23 -0.36  0.26
H 4.16 -6.62 1.30  0.28
H 2.91 -7.45 0.41  0.31
H 2.78 -5.27 0.56  0.07

***

Q: Which of these has the highest strongest force on any atom?
A: C78H189N11O22

***

Q: Which of these has the lowest strongest force on any atom?
A: C2H3NOS2

***

Q: Among the records above, which one has the lowest strongest force on any atom?
A: C2H3NOS2